The following is a quantum chemistry calculation of a structure of composition C37H50N4O12PSSc in a non-equilibrium geometry, from OMol25.

Results
charge	-2
E_HOMO	-1.69	eV
orbital gap	4.750	eV
max |F|	1.6	eV/A
energy above the lowest of the compared OMol25 structures with the same formula, charge and spin	0.00	kJ/mol
calculated total energy	-110543.5365	eV

Cartesian coordinates (Å):
C 5.304 -2.513 2.899
H 2.550 -3.997 4.185
C 3.711 -2.982 1.174
C 0.188 -2.491 3.663
O 4.075 -2.152 -1.274
O 0.409 0.039 1.171
H -3.150 0.775 2.253
H 1.495 -4.274 -4.710
H -5.895 -0.240 -3.606
H 3.454 -0.410 -4.739
H 5.845 -2.714 5.475
C -4.030 -0.216 0.493
H -3.719 1.649 -3.803
H 1.870 5.152 2.152
H 4.685 -4.017 5.776
H -1.704 2.119 0.740
C -1.871 2.721 -1.920
H -2.051 -0.335 1.429
O -0.143 -3.571 4.117
C 0.816 -2.785 -3.347
H 0.961 2.286 2.418
H -3.363 2.592 1.159
H 2.363 0.817 1.116
H -4.656 -2.146 1.214
H 3.824 2.141 2.356
C 2.706 -1.107 -4.387
H -2.634 -1.876 -2.581
C -3.391 0.610 -3.758
C 1.754 3.629 -0.522
H -6.029 -0.636 -1.899
H -2.154 2.731 -2.972
H 4.713 2.390 0.823
O 2.711 1.482 -3.002
H 3.240 -2.738 -5.681
C -5.334 0.511 0.838
O -0.636 -4.646 -3.152
O -0.527 -2.487 1.285
C 1.931 0.591 -2.611
C 4.936 -2.469 1.553
H 0.909 4.319 -0.572
H -4.568 2.920 -2.408
C -3.021 2.278 -0.995
H -5.792 0.013 1.702
C 0.990 -1.427 4.397
C -0.028 -1.951 2.301
C -3.088 -0.170 1.715
H 1.905 -3.960 1.808
C 2.864 -3.562 2.120
H -1.580 3.744 -1.648
O 1.169 0.627 -1.613
C -2.574 2.697 0.416
Sc 0.055 -1.195 -0.651
H -3.810 -1.854 -3.907
H -3.370 -0.966 2.411
C -5.527 0.023 -2.606
H -4.308 -2.330 -2.288
C 4.811 -3.031 5.322
H 5.572 -2.015 0.803
C 0.496 -0.626 2.244
C 3.237 -3.593 3.448
N -1.636 -0.140 -1.059
H 2.935 1.422 -0.435
H 2.478 3.880 3.246
S 3.077 -2.819 -0.469
P -3.075 0.378 -1.025
H -6.063 0.497 0.029
H -2.301 0.585 -3.713
H -4.145 4.108 -1.178
H -1.006 2.062 -1.798
C -4.009 -0.163 -2.579
C 1.066 3.119 1.721
N 0.940 -1.553 -2.881
H -5.160 2.729 -0.759
H -3.701 0.125 -4.690
C 3.039 4.375 -0.075
C -0.261 -3.592 -2.642
C 1.129 -0.246 3.483
C 2.577 -2.397 -4.893
H -5.841 1.047 -2.401
C -4.340 -1.707 0.262
H -2.293 3.758 0.384
C 4.458 -3.054 3.858
H 0.112 3.642 1.627
H 2.935 5.461 -0.039
H -5.150 -1.852 -0.453
C 1.865 -0.730 -3.359
H 6.257 -2.093 3.209
H 3.902 4.109 -0.685
C -4.301 3.035 -1.357
N 1.458 2.586 0.435
C 1.621 -3.255 -4.372
O 1.714 0.820 3.742
N 3.351 3.916 1.332
O 2.656 -4.123 -0.907
H -5.165 1.549 1.123
C 3.741 2.455 1.314
H -3.464 -2.260 -0.079
H 1.915 3.171 -1.501
C 2.152 4.101 2.229
C 2.620 1.714 0.563
H 4.125 4.460 1.696
O -0.679 -3.033 -1.575
O 1.912 -1.927 -0.181
O 1.471 -1.542 5.510
H 4.154 -2.344 5.861
C -3.668 -1.646 -2.841